(1)
Formula: C26H24Br3N5O10
Source: the Open Molecules 2025 dataset
Level of theory: wB97M-V/def2-TZVPD

Structure (XYZ):
```
68
Properties=species:S:1:pos:R:3:forces:R:3
C -2.052 -0.008 0.424 1.374 -1.787 -0.169
N -0.889 0.918 0.525 -1.607 3.465 -0.815
O -1.021 1.988 -0.131 0.443 -2.129 1.010
O 0.024 0.705 1.274 0.354 -0.541 0.041
H -2.111 -0.255 -0.636 -0.674 0.406 0.095
H -2.962 0.309 0.933 0.333 0.568 -0.416
H -1.685 -0.923 0.889 -0.207 0.023 0.201
C 2.082 4.134 2.875 -1.475 1.579 0.126
C 2.816 5.224 3.290 0.915 -0.533 -0.130
C 4.200 5.099 3.408 0.406 1.707 -0.447
C 4.886 3.963 3.016 -2.030 -0.567 0.502
C 4.060 2.888 2.645 1.631 -0.217 -1.125
C 2.680 2.983 2.488 1.378 -1.330 1.133
N 6.356 3.869 3.094 1.768 -1.106 0.195
O 6.870 2.763 3.386 -1.500 1.798 -0.602
O 7.035 4.868 2.872 -1.256 -0.706 0.267
H 1.016 4.307 2.856 -0.256 -0.473 -0.229
H 2.311 6.165 3.454 0.186 0.042 0.335
H 4.722 6.008 3.669 0.413 -0.101 0.197
H 4.555 2.006 2.266 0.046 -0.306 0.319
H 2.154 2.055 2.322 -0.280 0.156 -0.529
C -8.065 -4.518 -2.854 1.170 2.383 -0.864
C -7.763 -3.328 -3.650 -1.841 -2.596 1.782
C -6.684 -2.587 -3.313 1.630 1.324 -0.464
C -5.837 -2.913 -2.263 -0.639 -2.026 0.143
C -6.041 -4.127 -1.593 1.464 2.439 0.434
C -7.185 -4.828 -1.818 -1.368 -1.472 -0.950
N -4.673 -2.072 -1.933 -1.715 -0.436 -0.256
O -4.261 -1.987 -0.813 0.318 -0.890 2.129
O -4.266 -1.405 -2.815 1.181 1.551 -2.562
H -8.897 -5.175 -3.060 -0.151 0.221 -0.028
H -8.454 -2.926 -4.376 0.082 -0.420 -0.345
H -6.401 -1.793 -3.988 -0.088 0.488 0.322
H -5.239 -4.366 -0.911 -0.373 -0.485 0.473
H -7.432 -5.728 -1.274 0.370 -0.094 0.248
C -1.895 -4.370 3.152 -0.840 0.314 1.561
C -0.563 -4.719 3.238 0.408 -0.470 -2.359
C 0.160 -4.651 2.022 -0.808 1.065 -0.353
C -0.466 -4.044 0.874 2.420 -2.108 2.500
C -1.747 -3.603 0.952 -0.218 0.464 -2.756
C -2.494 -3.770 2.064 0.086 0.364 1.284
N 0.292 -4.071 -0.400 -1.277 -0.106 0.106
O -0.023 -3.234 -1.214 0.042 0.548 -0.351
O 1.063 -4.978 -0.601 0.473 -0.073 0.340
H -2.526 -4.509 4.017 0.041 0.021 0.294
H -0.152 -5.162 4.133 0.097 0.065 -0.052
H 1.178 -5.001 1.943 0.038 -0.010 -0.031
H -2.177 -3.247 0.027 -0.154 0.457 0.025
H -3.446 -3.274 2.177 -0.336 -0.498 -0.240
C 1.496 2.928 -3.003 -0.309 -0.066 -0.992
C 1.444 3.417 -1.722 0.490 0.187 0.149
C 2.628 3.866 -1.127 -0.598 1.019 -0.206
C 3.854 3.808 -1.838 -0.850 -0.539 0.988
C 3.890 3.141 -3.010 -0.304 1.232 -2.352
C 2.668 2.929 -3.684 1.740 -1.330 -0.183
N 5.146 4.143 -1.162 0.553 -1.170 -3.790
O 5.027 4.068 -0.009 0.471 0.601 4.703
O 6.224 4.252 -1.772 -1.842 0.190 0.247
H 0.631 2.571 -3.542 -0.356 0.206 0.211
H 0.430 3.480 -1.355 0.370 0.214 1.015
H 2.508 4.426 -0.211 0.479 -0.208 0.268
H 4.833 3.051 -3.529 0.077 -0.154 -0.040
H 2.680 2.614 -4.716 0.145 -0.181 -0.045
C 3.057 -0.159 -0.341 -0.332 -0.256 -0.780
Br 2.718 -1.506 1.014 0.521 0.310 -0.041
Br 2.502 -0.949 -2.088 0.414 0.635 0.830
Br 4.867 0.611 -0.432 -0.991 -0.673 0.240
H 2.342 0.633 -0.116 0.352 0.015 -0.211
```
Forces are in eV/Å.

Properties
ΔE to the lowest compared entry with this formula, charge and spin = 216.95 kJ/mol
charge = 0
LUMO energy = -0.9 eV

(2)
Formula: C26H24CeF5NOP2S
Source: the Open Molecules 2025 dataset
Level of theory: wB97M-V/def2-TZVPD

Structure (XYZ):
```
61
Properties=species:S:1:pos:R:3:forces:R:3
C -1.773 2.901 -3.765 0.190 -0.295 0.587
C -1.483 1.617 -3.308 0.407 0.267 -0.621
C -0.122 1.160 -3.427 0.235 -0.465 0.316
C 0.878 2.166 -3.353 -0.013 0.410 0.635
C 0.577 3.477 -3.736 -0.363 0.123 0.188
C -0.738 3.813 -4.038 0.216 0.282 -0.411
C 2.115 1.790 -2.639 -0.354 -0.634 -1.411
C 2.518 0.432 -3.063 0.283 0.073 0.739
C 1.471 -0.524 -3.157 -0.173 0.274 0.174
C 1.804 -1.866 -2.761 0.365 0.304 -0.683
C 3.126 -2.279 -2.898 -0.555 0.323 0.440
C 4.143 -1.344 -3.146 0.463 0.204 -0.371
C 3.854 0.015 -3.128 0.007 -0.263 0.198
H -2.814 3.212 -3.850 0.196 0.054 0.159
H 1.388 4.211 -3.776 -0.361 -0.122 0.011
H -0.974 4.800 -4.439 0.046 -0.287 0.169
H 2.910 2.530 -2.718 -0.033 0.028 0.457
H 3.366 -3.330 -2.752 0.072 0.157 0.116
H 5.168 -1.683 -3.304 -0.317 0.094 0.131
H 4.640 0.777 -3.158 -0.182 -0.384 0.063
N 0.180 -0.170 -3.430 -0.421 0.180 2.440
Ce 0.887 1.139 0.520 1.263 0.277 -1.101
C -2.443 0.778 -2.516 0.619 -0.283 -0.568
H -2.391 -0.268 -2.847 -0.150 0.174 0.148
H -3.467 1.162 -2.602 0.134 -0.153 0.195
C 0.745 -2.660 -2.059 0.006 0.587 -0.688
H -0.190 -2.632 -2.637 0.180 -0.088 0.243
H 1.070 -3.693 -1.894 -0.176 0.152 0.120
P -1.969 0.756 -0.682 -1.165 0.447 -0.930
P 0.327 -1.895 -0.375 0.444 -1.233 -0.400
C 1.432 -2.895 0.695 0.173 0.109 0.063
H 1.164 -2.734 1.748 0.129 -0.092 -0.130
H 1.293 -3.954 0.443 0.126 0.246 0.141
H 2.478 -2.597 0.556 -0.240 -0.145 0.052
C -1.191 -2.886 -0.114 -0.412 0.266 0.243
H -0.914 -3.948 -0.033 -0.112 0.360 -0.061
H -1.693 -2.574 0.810 -0.060 -0.243 -0.187
H -1.872 -2.758 -0.965 0.127 -0.037 0.267
C -2.615 2.399 -0.166 0.220 0.089 0.095
H -3.660 2.488 -0.492 0.288 0.138 0.113
H -2.571 2.485 0.929 -0.112 0.065 -0.180
H -2.022 3.208 -0.609 -0.155 -0.052 0.008
C -3.391 -0.242 -0.108 0.007 -0.377 0.399
H -3.321 -0.409 0.973 -0.211 -0.044 -0.197
H -4.324 0.298 -0.329 0.315 -0.174 0.051
H -3.415 -1.215 -0.613 0.003 0.276 0.161
C -0.637 -0.106 1.952 -3.749 -3.565 4.290
O -1.267 -0.690 2.742 2.542 2.393 -3.258
H 1.810 1.722 -1.303 0.717 0.330 -1.958
F 1.548 1.321 6.618 0.242 -0.262 -1.024
C 1.943 1.040 5.364 -0.194 0.407 0.519
C 1.783 1.995 4.359 -0.439 0.540 0.408
F 1.153 3.163 4.618 0.676 -0.932 -0.210
C 2.255 1.705 3.085 0.176 -0.095 -0.537
F 2.136 2.719 2.080 0.002 -1.067 1.149
C 2.831 0.458 2.737 -0.534 0.400 0.473
S 3.322 0.077 1.111 -0.022 0.082 -0.556
C 2.924 -0.498 3.780 -0.113 -0.287 -0.543
F 3.371 -1.739 3.483 -0.290 1.185 0.421
C 2.516 -0.203 5.073 0.268 -0.589 0.621
F 2.665 -1.109 6.061 -0.233 0.872 -0.975
```
Forces are in eV/Å.

Properties
spin multiplicity = 2
expectation value of S² = 0.75
charge = +1
LUMO energy (alpha / beta) = -5.2 / -5.1 eV